(1)
Formula: C14H36Cu2O14PbS4
Source: OMol25
Level of theory: wB97M-V/def2-TZVPD

Geometry as XYZ:
```
71
Properties=species:S:1:pos:R:3:mulliken_spin:R:1
Pb 1.739 3.383 -1.663 -0.0027
Cu 0.434 -1.313 3.579 0.0748
Cu 0.875 1.488 1.457 0.4364
O -0.319 -0.557 1.581 0.7933
C -0.131 -0.958 0.228 0.0974
C -0.180 0.139 -1.000 0.0344
O 0.546 1.267 -0.725 0.4050
H -0.794 -1.795 0.010 0.0165
H 0.867 -1.390 0.289 0.0278
H -1.235 0.270 -1.239 0.0043
H 0.165 -0.359 -1.907 0.0194
O 4.743 -2.235 2.018 0.0009
S 3.422 -2.759 1.785 -0.0018
O 2.220 -2.211 2.403 0.0028
O 3.137 -2.887 0.052 0.0021
C 2.055 -3.678 -0.422 0.0022
C 1.496 -3.361 -1.809 0.0048
C 3.451 -4.614 2.205 0.0010
H 1.437 -3.752 0.472 0.0019
H 2.425 -4.701 -0.493 -0.0005
H 1.271 -2.339 -2.115 0.0001
H 0.520 -3.809 -1.999 0.0004
H 2.184 -3.768 -2.550 0.0004
H 4.009 -4.746 3.132 0.0000
H 3.961 -5.011 1.328 0.0002
H 2.387 -4.840 2.286 0.0000
O -5.197 0.474 -4.168 0.0862
S -5.042 1.004 -2.844 -0.0334
O -6.213 1.548 -2.220 0.1330
O -4.231 -0.055 -1.832 0.5018
C -3.803 -1.284 -2.355 0.0316
C -4.859 -2.338 -2.030 0.1301
C -3.644 2.218 -2.582 0.1014
H -2.836 -1.476 -1.889 0.0040
H -3.537 -1.227 -3.410 0.0112
H -5.800 -2.123 -2.535 0.0009
H -5.104 -2.329 -0.968 -0.0027
H -4.555 -3.334 -2.353 0.0176
H -2.677 1.780 -2.830 0.0007
H -3.722 2.258 -1.495 0.0003
H -3.888 3.141 -3.108 0.0125
O 3.021 1.066 0.624 0.0328
S 4.085 1.197 -0.381 -0.0008
O 3.809 1.858 -1.658 0.0009
O 5.453 1.954 0.291 0.0030
C 5.820 1.702 1.640 0.0002
C 5.179 2.667 2.563 -0.0001
C 4.966 -0.410 -0.808 0.0017
H 6.901 1.664 1.771 0.0002
H 5.314 0.754 1.824 -0.0002
H 4.097 2.719 2.449 -0.0002
H 5.478 3.679 2.293 -0.0001
H 5.395 2.556 3.626 0.0003
H 5.126 -0.978 0.108 -0.0003
H 5.837 -0.261 -1.446 0.0001
H 4.311 -0.960 -1.485 0.0000
O -2.779 3.815 3.360 0.0121
S -2.307 3.245 2.065 -0.0047
O -1.167 2.352 1.924 0.0312
O -3.635 2.582 1.232 0.0020
C -3.838 1.190 1.231 -0.0031
C -5.296 0.794 0.860 -0.0008
C -1.996 4.648 0.835 0.0003
H -3.553 0.757 2.190 -0.0003
H -3.148 0.872 0.449 0.0022
H -5.356 -0.234 0.503 0.0054
H -5.654 1.576 0.190 0.0019
H -5.782 0.861 1.833 0.0018
H -1.028 5.149 0.860 -0.0007
H -2.833 5.345 0.891 -0.0002
H -1.996 4.120 -0.118 -0.0007
```

- F_max: 6.8 eV/A
- Molar mass: 891.0 g mol⁻¹
- Total energy: -181561.98383 eV
- Multiplicity: 4
- Expectation value of S²: 3.77
- HOMO level (spin up / spin down): -23.19 / -23.19 eV
- Gap between HOMO and LUMO (spin up / spin down): 0.2116 / 0.1492 Ha
- Total charge: +5



(2)
Formula: CH4N2ORb
Source: OMol25
Level of theory: wB97M-V/def2-TZVPD

Geometry as XYZ:
```
9
Properties=species:S:1:pos:R:3:lowdin_charge:R:1
Rb -2.787 -1.145 -0.007 1.2938
C -0.170 0.203 -0.027 -0.7579
O -1.384 0.299 -0.098 -0.4243
N 0.723 1.213 -0.063 0.2014
N 0.421 -0.924 0.056 0.1879
H 0.286 2.124 -0.070 0.1362
H 1.688 0.929 -0.149 0.1251
H -0.200 -1.707 0.200 0.0947
H 1.424 -0.990 0.158 0.1430
```

- F_max: 9.1 eV/A
- Molar mass: 145.5 g mol⁻¹
- Total energy: -6778.55302 eV
- HOMO level: -14.51 eV
- Gap between HOMO and LUMO: 0.4004 Ha
- Total charge: +1



(3)
Formula: C3H7BrS
Source: OMol25
Level of theory: wB97M-V/def2-TZVPD

Geometry as XYZ:
```
12
Properties=species:S:1:pos:R:3:lowdin_charge:R:1
C 0.226 -0.367 1.390 -0.1619
C 0.582 0.886 -0.922 -0.1324
C 0.484 -0.334 -0.116 -0.7036
S -2.539 -0.827 -0.281 0.1489
Br 1.131 -1.886 -0.964 0.7974
H -0.497 -1.074 1.565 0.0001
H 0.104 0.693 1.784 0.1166
H 1.183 -0.551 1.916 0.0884
H -0.324 1.339 -0.753 0.0528
H 0.559 0.611 -1.928 0.0609
H 1.459 1.289 -0.576 0.0823
H -2.370 0.221 -1.115 -0.3494
```

- F_max: 4.8 eV/A
- Molar mass: 155.1 g mol⁻¹
- Total energy: -84098.59704 eV
- HOMO level (spin up / spin down): -7.81 / -7.81 eV
- Gap between HOMO and LUMO (spin up / spin down): 0.2207 / 0.2207 Ha



(4)
Formula: CH4I2O
Source: OMol25
Level of theory: wB97M-V/def2-TZVPD

Geometry as XYZ:
```
8
Properties=species:S:1:pos:R:3:lowdin_charge:R:1
I 3.930 -0.348 -1.121 0.5790
I 0.341 -0.653 -0.401 0.6404
C 2.151 0.445 -0.017 -1.1145
H 2.360 0.477 1.070 -0.0295
H 1.818 1.454 -0.326 -0.0437
O -3.881 -0.644 0.341 -0.0963
H -3.720 0.096 -0.287 0.0456
H -2.999 -0.827 0.739 0.0189
```

- F_max: 1.8 eV/A
- Molar mass: 285.9 g mol⁻¹
- Total energy: -19350.04353 eV
- HOMO level: -9.69 eV
- Gap between HOMO and LUMO: 0.3311 Ha



(5)
Formula: CH3N2OS2
Source: OMol25
Level of theory: wB97M-V/def2-TZVPD

Geometry as XYZ:
```
9
Properties=species:S:1:pos:R:3:lowdin_charge:R:1
C -0.571 1.196 2.678 -0.9575
N -0.953 -1.080 -1.907 0.0190
N -0.290 -0.589 -0.942 -0.6104
O -1.126 1.020 3.701 -0.1118
S -1.185 1.749 1.136 0.3323
S 1.235 -1.037 -0.287 0.3585
H -0.577 -1.901 -2.376 0.0345
H 0.553 0.899 2.479 0.0373
H -0.641 0.175 -0.301 -0.1020
```

- F_max: 4.8 eV/A
- Molar mass: 123.2 g mol⁻¹
- Total energy: -27783.32436 eV
- HOMO level: -3.74 eV
- Gap between HOMO and LUMO: 0.2417 Ha
- Total charge: -1



(6)
Formula: C21H58AsF6O8
Source: OMol25
Level of theory: wB97M-V/def2-TZVPD

Geometry as XYZ:
```
94
Properties=species:S:1:pos:R:3:lowdin_charge:R:1
As 0.689 0.366 -0.369 0.7965
F 0.947 2.042 -0.797 -0.2326
F 0.364 -0.048 -2.015 -0.2380
F 0.634 -1.342 0.045 -0.2491
F 1.069 0.677 1.316 -0.2515
F -1.005 0.582 -0.117 -0.2206
F 2.434 0.110 -0.602 -0.2607
O 3.076 -1.741 -2.604 -0.0805
H 3.036 -1.082 -1.885 -0.0075
H 2.288 -1.563 -3.127 0.0114
C 4.093 -2.747 0.843 -0.0646
C 3.458 -2.626 2.196 -0.4848
C 3.502 -1.187 2.704 -0.0594
O 2.098 -3.045 2.133 -0.0571
H 3.972 -3.747 0.413 0.0827
H 5.185 -2.654 0.846 0.0804
H 3.680 -2.043 0.121 0.0581
H 3.995 -3.277 2.888 0.1313
H 3.020 -1.065 3.672 0.0701
H 3.068 -0.418 2.054 0.0533
H 4.530 -0.798 2.704 0.0782
H 1.608 -2.443 1.556 0.0547
C 1.112 1.328 4.967 -0.0602
C -0.324 1.486 4.450 -0.4670
C -0.436 2.757 3.637 -0.0630
O -0.638 0.360 3.606 -0.0724
H 1.778 1.448 4.111 0.0692
H 1.320 0.334 5.368 0.0720
H 1.293 2.039 5.776 0.0733
H -1.046 1.479 5.265 0.1284
H -1.439 3.198 3.643 0.0792
H -0.172 2.625 2.589 0.0636
H 0.156 3.582 4.050 0.0757
H -0.124 0.513 2.795 0.0370
C -0.629 -4.257 -1.347 -0.0551
C -1.392 -4.392 -2.667 -0.4607
C -0.715 -3.628 -3.790 -0.0636
O -1.449 -5.814 -2.975 -0.0744
H 0.403 -4.595 -1.509 0.0857
H -1.022 -4.830 -0.514 0.0737
H -0.482 -3.199 -1.099 0.0593
H -2.416 -4.057 -2.494 0.1317
H -1.358 -3.517 -4.663 0.0799
H 0.197 -4.120 -4.146 0.0857
H -0.396 -2.659 -3.402 0.0627
H -0.581 -5.991 -3.355 0.0705
C 4.499 3.250 1.985 -0.0486
C 3.258 3.298 1.118 -0.4930
C 2.368 4.525 1.187 -0.0446
O 3.726 3.134 -0.235 -0.0713
H 4.180 3.471 3.008 0.0767
H 5.237 3.996 1.694 0.0778
H 4.889 2.237 1.918 0.0744
H 2.662 2.402 1.310 0.1010
H 2.928 5.441 0.989 0.0801
H 1.844 4.626 2.144 0.0701
H 1.518 4.424 0.508 0.0585
H 2.974 2.933 -0.802 0.0540
C -3.680 -4.561 2.322 -0.0613
C -3.275 -3.157 2.779 -0.4777
C -2.818 -2.299 1.579 -0.0542
O -4.438 -2.575 3.353 -0.0579
H -4.205 -4.437 1.371 0.0709
H -4.401 -5.010 3.004 0.0701
H -2.832 -5.231 2.193 0.0752
H -2.386 -3.229 3.415 0.1333
H -3.282 -2.556 0.626 0.0693
H -1.733 -2.345 1.436 0.0668
H -2.997 -1.240 1.774 0.0735
H -4.160 -1.864 3.941 0.0889
C -2.921 -0.134 -3.454 -0.0459
C -2.621 0.062 -4.927 -0.4822
C -1.143 -0.195 -5.203 -0.0567
O -3.400 -0.845 -5.719 -0.0583
H -2.251 0.533 -2.908 0.0649
H -2.704 -1.151 -3.123 0.0773
H -3.952 0.118 -3.206 0.0790
H -2.861 1.083 -5.248 0.1330
H -0.840 0.195 -6.177 0.0753
H -0.891 -1.236 -5.039 0.0498
H -0.527 0.406 -4.522 0.0704
H -3.789 -0.392 -6.467 0.0751
C -0.625 4.216 -2.123 -0.0682
C -1.411 4.832 -0.984 -0.4754
C -2.878 5.013 -1.385 -0.0688
O -1.374 3.998 0.183 -0.0622
H 0.462 4.316 -2.064 0.0715
H -0.843 4.700 -3.080 0.0806
H -0.828 3.148 -2.208 0.0716
H -1.056 5.831 -0.714 0.1302
H -3.004 5.943 -1.943 0.0726
H -3.538 4.978 -0.517 0.0732
H -3.248 4.169 -1.978 0.0751
H -1.013 3.141 -0.078 0.0441
```

- F_max: 1.9 eV/A
- Molar mass: 627.6 g mol⁻¹
- Total energy: -116247.63729 eV
- HOMO level: -7.42 eV
- Gap between HOMO and LUMO: 0.3629 Ha
- Total charge: -1